The molecule C12H9N5O3, computed with ωB97M-V/def2-TZVPD.

Output
Net charge: 0
Strongest force on any atom, eV Å⁻¹: 6.891
Orbital gap, eV: 6.7

Atoms and positions in Å:
O1 -3.005792 1.160047 -1.688814
C1 1.134335 -4.042589 2.591391
C2 -3.527791 3.466020 -1.355796
C3 1.638970 -5.188987 1.996583
C4 -0.137057 -0.774261 1.480548
C5 -0.495771 0.269842 -0.643455
H1 2.025571 -6.299168 0.138148
H2 -3.882320 3.946019 -0.530602
H3 1.879578 -5.906338 2.761532
C6 -2.812293 4.408823 -2.139861
C7 -2.640980 2.227377 -1.275917
H4 -0.842610 -0.054203 -1.671255
O2 0.121270 -1.643854 3.537566
H5 0.996503 -3.882238 3.605100
N1 0.558184 -1.960878 -0.385977
C8 0.725935 -2.947146 1.787770
N2 0.287177 -1.774787 2.334299
O3 0.602096 -1.938890 -1.663160
C9 1.626356 -5.389242 0.561844
C10 0.843982 -3.008653 0.364440
N3 -1.387275 2.451452 -0.729440
H6 -1.182319 3.426096 -0.513783
N4 -2.437290 5.160748 -2.938828
H7 -4.375215 3.126638 -1.820976
H8 -0.380488 0.192556 1.916552
C11 -0.052042 -0.881930 0.063175
N5 -0.574725 1.472070 -0.131741
C12 1.277431 -4.240435 -0.203283
H9 1.419038 -4.405031 -1.276020

Atomic forces in eV per Å
O -0.3242 -0.2739 0.0756
C 0.0058 0.3899 -2.9609
C 2.3748 -1.2542 -0.7704
C -1.2503 0.5454 0.1029
C 1.0297 -0.6823 -0.2620
C -1.7133 1.4969 -3.3230
H -0.2305 0.1053 -0.2272
H -0.4056 0.8460 3.0809
H 0.4260 -0.7926 -0.4756
C 0.0455 2.3361 -2.7955
C 0.9041 -0.5572 0.8794
H 0.1008 0.9810 1.0703
O 0.1967 0.0748 2.9222
H 0.0899 -0.1171 1.9100
N -2.1647 2.1985 -3.8876
C 0.7867 -0.7907 -1.5761
N -1.5980 1.7436 -2.6816
O 1.2560 -1.4024 -1.3562
C -0.1053 3.2796 1.4855
C 0.9561 -3.0003 2.2601
N 0.0334 -0.5037 -0.3563
H 0.3599 -0.7535 0.4500
N 0.0490 -0.8264 1.2507
H -2.0425 -0.6435 -1.7176
H -0.2841 -0.6055 0.2051
C 1.2315 0.9896 6.7076
N -0.1962 -1.1731 -0.2263
C 0.8997 -2.4172 -0.0894
H -0.4309 0.8069 0.3053

natural (NBO) population analysis, charges in e, atoms 1 to 5:
1 O -0.5575
2 C -0.2053
3 C -0.6062
4 C -0.1804
5 C -0.0216